No. 1
294
Properties=species:S:1:pos:R:3:lowdin_charge:R:1 method="wB97M-V/def2-TZVPD" smiles=CC1(C)CCCC(C)(C)N1O.CC1(C)CCCC(C)(C)N1O.CC1(C)CCCC(C)(C)N1O.CC1(C)CCCC(C)(C)N1O.CC1(C)CCCC(C)(C)N1O.COCCNCCOC.COCCNCCOC.COCCNCCOC.COCCNCCOC.COCCNCCOC.COCCNCCOC energy_ev=-138170.27373 e_above_lowest_kcal_mol=208.7 e_lumo_ev=0.465
C 1.94 -5.87 -3.71 -0.01
C 1.26 -7.25 -3.32 -0.44
C 0.73 -7.24 -1.86 -0.14
C -0.51 -6.41 -1.70 -0.19
C -1.57 -6.91 -2.70 -0.13
C -1.09 -6.91 -4.21 -0.40
N 0.25 -7.58 -4.32 -0.17
O 0.76 -7.72 -5.58 0.00
C -2.14 -7.85 -5.03 0.00
C -1.26 -5.47 -4.71 -0.06
C 2.34 -8.42 -3.37 -0.03
H 1.78 -5.13 -2.93 0.06
H 1.51 -5.31 -4.54 0.06
H 2.99 -6.01 -3.95 0.07
H 0.35 -8.26 -1.72 0.12
H 1.49 -6.95 -1.13 0.12
H -0.28 -5.37 -1.91 0.08
H -0.93 -6.46 -0.69 0.09
H -2.37 -6.18 -2.58 0.10
H -2.03 -7.88 -2.51 0.11
H -2.46 -8.62 -4.32 0.06
H -3.02 -7.24 -5.24 0.08
H -1.66 -8.33 -5.88 0.07
H -0.94 -5.47 -5.75 0.07
H -2.28 -5.09 -4.75 0.08
H -0.71 -4.67 -4.21 0.06
H 1.83 -9.34 -3.66 0.08
H 2.95 -8.64 -2.50 0.08
H 3.12 -8.18 -4.09 0.07
H 0.76 -8.68 -5.63 0.11
C -5.04 2.53 4.22 -0.03
C -4.12 2.99 3.07 -0.50
C -4.50 4.38 2.70 -0.15
C -3.88 5.37 3.65 -0.21
C -2.45 5.23 3.81 -0.17
C -1.95 3.81 4.21 -0.47
N -2.63 2.88 3.28 -0.10
O -2.18 1.59 3.46 -0.01
C -0.47 3.81 3.95 -0.04
C -2.29 3.69 5.75 -0.01
C -4.44 2.11 1.86 -0.05
H -6.06 2.36 3.86 0.08
H -5.12 3.32 4.96 0.06
H -4.74 1.66 4.81 0.09
H -4.07 4.52 1.71 0.10
H -5.58 4.49 2.67 0.14
H -4.40 5.34 4.61 0.11
H -4.25 6.32 3.25 0.12
H -2.12 5.92 4.59 0.12
H -1.99 5.64 2.91 0.11
H -0.05 2.84 4.21 0.07
H -0.26 3.97 2.89 0.07
H -0.05 4.62 4.55 0.09
H -3.35 3.61 5.97 0.06
H -1.83 2.76 6.09 0.08
H -1.99 4.48 6.43 0.08
H -3.94 2.29 0.91 0.06
H -5.48 2.27 1.57 0.09
H -4.18 1.07 2.07 0.08
H -2.10 1.42 2.52 0.06
C -3.73 4.25 -1.52 -0.01
C -2.28 4.87 -1.29 -0.50
C -1.55 4.56 -2.61 -0.14
C -0.28 5.39 -2.84 -0.15
C -0.57 6.96 -2.67 -0.12
C -1.35 7.30 -1.41 -0.44
N -2.46 6.29 -1.08 -0.12
O -3.33 6.60 -0.03 -0.01
C -0.28 7.27 -0.25 -0.03
C -1.90 8.73 -1.52 -0.05
C -1.55 4.15 -0.16 -0.03
H -4.22 4.32 -0.55 0.05
H -3.53 3.19 -1.66 0.07
H -4.32 4.79 -2.27 0.09
H -1.43 3.47 -2.55 0.12
H -2.19 5.03 -3.36 0.12
H 0.02 5.22 -3.87 0.10
H 0.52 5.04 -2.19 0.09
H -0.90 7.48 -3.57 0.11
H 0.45 7.35 -2.59 0.10
H 0.35 8.15 -0.39 0.07
H -0.73 7.30 0.74 0.08
H 0.34 6.38 -0.32 0.06
H -2.64 9.02 -2.27 0.08
H -2.45 9.08 -0.65 0.07
H -1.05 9.40 -1.57 0.08
H -1.85 3.10 -0.09 0.05
H -1.67 4.42 0.89 0.06
H -0.48 4.00 -0.35 0.06
H -4.18 6.76 -0.45 0.10
C 2.81 -2.49 9.40 0.00
C 2.80 -0.83 9.35 -0.45
C 4.30 -0.52 9.68 -0.15
C 4.74 0.98 9.54 -0.16
C 4.45 1.27 8.06 -0.13
C 2.95 1.05 7.52 -0.45
N 2.59 -0.32 7.99 -0.20
O 1.42 -0.65 7.56 -0.01
C 2.02 2.09 8.05 -0.05
C 2.97 1.25 5.97 -0.03
C 1.88 -0.15 10.36 -0.03
H 3.16 -2.92 10.34 0.07
H 3.50 -2.77 8.61 0.07
H 1.78 -2.69 9.10 0.07
H 4.53 -0.95 10.65 0.11
H 4.93 -1.07 8.99 0.11
H 5.82 1.01 9.53 0.10
H 4.56 1.62 10.41 0.11
H 5.19 0.87 7.36 0.11
H 4.66 2.34 7.97 0.10
H 1.97 1.98 9.14 0.06
H 2.40 3.11 7.98 0.09
H 1.03 1.90 7.65 0.09
H 3.81 0.77 5.47 0.07
H 2.16 0.63 5.58 0.06
H 2.94 2.26 5.56 0.09
H 0.84 -0.22 10.03 0.09
H 2.18 0.85 10.67 0.07
H 2.09 -0.72 11.27 0.08
H 1.65 -0.94 6.68 0.11
C 8.05 6.52 1.13 -0.01
C 6.55 7.11 1.25 -0.48
C 6.54 8.59 1.64 -0.13
C 5.19 9.43 1.62 -0.14
C 4.64 9.28 0.19 -0.17
C 4.62 7.92 -0.39 -0.43
N 5.95 7.15 -0.08 -0.12
O 6.01 5.87 -0.67 -0.04
C 3.36 7.09 0.03 -0.01
C 4.69 8.05 -1.93 -0.04
C 5.73 6.23 2.26 -0.03
H 8.71 7.23 0.63 0.07
H 8.14 5.58 0.57 0.06
H 8.48 6.50 2.13 0.07
H 7.03 8.66 2.61 0.11
H 7.30 9.11 1.05 0.11
H 5.39 10.46 1.91 0.11
H 4.55 9.02 2.40 0.10
H 5.32 9.95 -0.33 0.12
H 3.66 9.76 0.26 0.12
H 2.47 7.69 0.21 0.05
H 2.90 6.56 -0.80 0.07
H 3.43 6.56 0.98 0.07
H 5.42 8.64 -2.48 0.08
H 4.75 7.06 -2.38 0.07
H 3.74 8.47 -2.26 0.08
H 6.44 6.11 3.08 0.07
H 5.39 5.23 1.99 0.07
H 4.83 6.76 2.60 0.06
H 6.74 5.87 -1.29 0.10
C 5.20 1.23 -2.50 -0.05
O 5.72 1.16 -3.90 -0.20
C 7.03 1.65 -4.11 -0.22
C 8.10 0.82 -3.35 -0.22
N 8.34 1.27 -1.96 -0.03
C 9.52 0.61 -1.36 -0.20
C 10.95 1.12 -1.64 -0.21
O 11.11 2.49 -1.34 -0.19
C 10.77 2.98 -0.07 -0.12
H 5.72 2.06 -2.03 0.07
H 5.52 0.33 -1.96 0.07
H 4.12 1.34 -2.49 0.07
H 7.18 2.68 -3.79 0.11
H 7.31 1.50 -5.15 0.12
H 8.96 0.56 -3.98 0.11
H 7.71 -0.20 -3.35 0.11
H 8.59 2.25 -2.00 0.09
H 9.60 -0.46 -1.56 0.12
H 9.46 0.66 -0.27 0.10
H 11.35 0.91 -2.63 0.12
H 11.68 0.55 -1.06 0.11
H 11.29 3.92 0.13 0.09
H 10.96 2.32 0.78 0.09
H 9.70 3.17 -0.05 0.07
C -3.40 -5.39 0.15 -0.11
O -4.63 -4.66 0.14 -0.19
C -5.75 -5.39 0.63 -0.17
C -7.04 -4.60 0.34 -0.26
N -7.63 -3.83 1.34 -0.06
C -8.55 -4.72 2.03 -0.18
C -9.69 -3.92 2.64 -0.25
O -10.64 -4.91 2.96 -0.20
C -11.79 -4.24 3.50 -0.09
H -3.10 -5.64 1.17 0.07
H -2.54 -4.82 -0.20 0.07
H -3.40 -6.38 -0.31 0.08
H -5.65 -5.46 1.71 0.12
H -5.79 -6.32 0.05 0.12
H -7.77 -5.33 -0.02 0.11
H -6.93 -3.98 -0.54 0.08
H -6.85 -3.48 1.89 0.13
H -7.99 -5.11 2.88 0.12
H -8.93 -5.51 1.38 0.13
H -10.06 -3.26 1.86 0.10
H -9.58 -3.25 3.49 0.13
H -12.53 -4.98 3.19 0.09
H -11.91 -3.20 3.22 0.09
H -11.65 -4.43 4.56 0.09
C -1.13 -7.06 -10.53 -0.09
O -2.35 -6.35 -10.19 -0.20
C -2.76 -5.25 -11.01 -0.21
C -2.19 -3.96 -10.46 -0.24
N -2.50 -3.86 -9.06 -0.06
C -2.00 -2.60 -8.57 -0.20
C -1.72 -2.64 -7.00 -0.17
O -0.79 -1.71 -6.41 -0.20
C 0.51 -2.24 -6.35 -0.11
H -1.30 -7.70 -11.40 0.08
H -0.87 -7.65 -9.65 0.08
H -0.19 -6.53 -10.72 0.08
H -3.80 -5.17 -11.33 0.12
H -2.35 -5.42 -12.01 0.11
H -2.65 -3.18 -11.06 0.12
H -1.12 -3.91 -10.68 0.11
H -2.08 -4.61 -8.53 0.10
H -2.62 -1.77 -8.89 0.12
H -1.04 -2.34 -9.02 0.10
H -1.52 -3.66 -6.67 0.07
H -2.66 -2.46 -6.47 0.12
H 0.54 -3.16 -5.76 0.07
H 1.19 -1.47 -5.99 0.09
H 0.74 -2.47 -7.39 0.08
C 3.33 -1.91 -2.03 -0.08
O 3.91 -1.83 -0.71 -0.21
C 4.37 -3.14 -0.25 -0.18
C 3.90 -3.27 1.22 -0.19
N 2.59 -3.93 1.31 -0.09
C 2.23 -4.39 2.67 -0.15
C 0.65 -4.85 2.61 -0.19
O 0.37 -5.79 3.63 -0.22
C -0.93 -6.44 3.65 -0.08
H 3.74 -2.77 -2.56 0.08
H 3.47 -1.03 -2.66 0.07
H 2.25 -1.97 -1.87 0.06
H 5.45 -3.11 -0.33 0.11
H 3.97 -4.00 -0.80 0.11
H 3.71 -2.27 1.61 0.11
H 4.68 -3.86 1.69 0.12
H 1.86 -3.42 0.84 0.09
H 2.32 -3.66 3.47 0.10
H 2.84 -5.25 2.94 0.11
H 0.39 -5.43 1.72 0.09
H -0.13 -4.09 2.54 0.10
H -1.10 -7.10 4.49 0.08
H -1.14 -7.05 2.77 0.07
H -1.65 -5.62 3.76 0.08
C -6.05 -3.95 -3.35 -0.14
O -5.61 -2.65 -3.50 -0.17
C -4.85 -2.15 -2.38 -0.17
C -4.96 -0.60 -2.19 -0.19
N -6.27 -0.16 -1.85 -0.06
C -6.77 -0.41 -0.52 -0.21
C -8.25 -0.09 -0.21 -0.19
O -9.10 -0.66 -1.17 -0.19
C -9.22 -2.08 -1.03 -0.09
H -6.86 -4.22 -2.68 0.07
H -5.20 -4.60 -3.11 0.08
H -6.39 -4.14 -4.37 0.09
H -3.79 -2.30 -2.61 0.10
H -5.12 -2.61 -1.43 0.09
H -4.71 -0.23 -3.19 0.12
H -4.21 -0.26 -1.48 0.11
H -6.91 -0.42 -2.59 0.11
H -6.09 -0.06 0.26 0.11
H -6.53 -1.46 -0.31 0.08
H -8.31 1.00 -0.34 0.12
H -8.63 -0.40 0.76 0.12
H -8.41 -2.51 -1.62 0.07
H -10.06 -2.59 -1.51 0.09
H -9.16 -2.42 0.01 0.05
C 2.65 2.48 0.59 -0.02
O 2.03 1.13 0.84 -0.23
C 1.24 1.02 2.05 -0.20
C 0.49 -0.27 2.02 -0.15
N -0.85 -0.23 1.30 -0.04
C -0.89 0.26 -0.06 -0.18
C -0.21 -0.82 -0.96 -0.23
O -0.86 -2.03 -0.91 -0.20
C -1.02 -2.76 -2.08 -0.11
H 1.73 3.04 0.74 0.07
H 3.10 2.48 -0.40 0.07
H 3.47 2.70 1.28 0.08
H 0.71 1.95 2.28 0.09
H 1.97 0.93 2.86 0.11
H 0.24 -0.51 3.06 0.11
H 0.99 -1.21 1.80 0.10
H -1.15 -1.15 1.01 0.08
H -0.38 1.23 -0.10 0.10
H -1.93 0.28 -0.38 0.11
H 0.77 -1.03 -0.54 0.10
H -0.19 -0.47 -1.99 0.13
H -0.03 -3.11 -2.35 0.08
H -1.47 -2.15 -2.87 0.09
H -1.74 -3.55 -1.83 0.07

No. 2
13
Properties=species:S:1:pos:R:3:lowdin_charge:R:1 method="wB97M-V/def2-TZVPD" smiles="PN1CCC=N1" energy_ev=-15490.91348 e_above_lowest_kcal_mol=6.9 e_lumo_ev=0.974
C 0.81 -0.59 1.22 -0.18
C 0.11 -1.54 0.31 -0.15
C -0.37 -0.50 -0.69 -0.22
N 0.72 0.63 0.91 -0.02
N 0.03 0.79 -0.15 -0.54
P 0.12 2.23 -1.02 0.82
H 1.34 -0.83 2.08 0.08
H 0.67 -2.44 -0.11 0.13
H -0.85 -1.87 0.67 0.09
H -0.02 -0.77 -1.69 0.11
H -1.48 -0.50 -0.68 0.11
H 0.18 2.92 0.25 -0.08
H -1.24 2.47 -1.10 -0.14

No. 3
58
Properties=species:S:1:pos:R:3:lowdin_charge:R:1 method="wB97M-V/def2-TZVPD" smiles="COc1cc(NC(=S)NCCc2ccccc2)c(OC)cc1NC(=O)CC(C)C" energy_ev=-44733.53907 e_above_lowest_kcal_mol=46.9 e_lumo_ev=0.575
C -2.93 -1.17 0.15 -0.07
H -3.84 -1.33 0.73 0.09
O -2.37 0.02 0.65 -0.10
C -1.23 0.49 0.04 -0.20
C -0.56 -0.17 -0.98 0.01
C 0.58 0.38 -1.55 -0.17
C 1.09 1.59 -1.05 -0.20
C 0.43 2.24 -0.02 0.06
C -0.73 1.71 0.52 -0.14
N -1.45 2.33 1.54 0.15
C -1.16 3.47 2.23 -0.47
O -0.17 4.15 2.04 0.07
C -2.18 3.80 3.30 -0.09
H -3.15 3.36 3.07 0.12
C -1.69 3.33 4.68 -0.42
C -2.64 3.84 5.77 -0.08
H -2.29 3.53 6.75 0.08
H -2.69 4.92 5.75 0.08
H -3.64 3.44 5.62 0.08
C -1.59 1.81 4.73 -0.07
H -0.87 1.44 4.01 0.07
H -1.27 1.49 5.72 0.08
H -2.56 1.35 4.53 0.08
H -0.70 3.75 4.85 0.14
H -2.29 4.89 3.32 0.13
H -2.28 1.82 1.80 0.14
H 0.79 3.17 0.38 0.09
O 2.25 2.03 -1.64 -0.10
C 2.80 3.25 -1.18 -0.07
H 2.10 4.08 -1.33 0.10
H 3.69 3.41 -1.77 0.09
H 3.06 3.19 -0.12 0.10
N 1.32 -0.25 -2.55 0.09
C 0.98 -1.24 -3.42 -0.80
N 2.01 -1.68 -4.19 -0.02
H 2.93 -1.34 -3.94 0.14
C 2.00 -3.00 -4.78 -0.22
H 0.96 -3.24 -5.00 0.07
C 2.60 -4.05 -3.83 -0.13
C 1.85 -4.04 -2.53 -0.26
C 0.67 -4.77 -2.38 -0.07
C -0.08 -4.67 -1.23 -0.09
C 0.33 -3.84 -0.20 -0.10
C 1.50 -3.12 -0.33 -0.08
C 2.26 -3.22 -1.48 -0.06
H 3.17 -2.65 -1.57 0.11
H 1.82 -2.46 0.47 0.11
H -0.26 -3.76 0.70 0.10
H -0.99 -5.24 -1.14 0.10
H 0.34 -5.40 -3.19 0.12
H 2.53 -5.03 -4.30 0.12
H 3.66 -3.82 -3.65 0.11
H 2.58 -2.96 -5.71 0.12
S -0.56 -1.81 -3.64 0.74
H 2.23 0.18 -2.67 0.14
H -0.92 -1.11 -1.36 0.02
H -3.19 -1.09 -0.91 0.10
H -2.26 -2.02 0.29 0.09

No. 4
34
Properties=species:S:1:pos:R:3:lowdin_charge:R:1 method="wB97M-V/def2-TZVPD" energy_ev=-27014.14134 e_above_lowest_kcal_mol=159.6 e_lumo_ev="-0.883 / -0.893"
C 1.72 1.57 0.00 -0.11
C 0.44 1.28 -0.93 -0.07
C 0.93 -1.99 0.17 -0.11
C -0.40 -0.26 1.42 -0.09
C -3.34 -0.82 -2.28 -0.04
C 2.02 0.32 0.75 -0.26
C -0.31 -1.04 0.10 -0.26
C 1.74 -0.77 -0.29 -0.17
C 1.08 0.06 1.95 -0.28
C 0.41 -0.22 -0.98 -0.54
C 0.87 1.19 2.89 -0.08
N -2.74 1.02 -0.83 0.04
N 0.28 -0.75 -2.27 -0.42
N -2.72 0.26 -1.90 -0.24
S -0.29 -2.12 -2.78 0.73
H 2.54 1.93 -0.62 0.12
H 1.57 2.44 0.50 0.06
H -0.56 1.56 -0.64 0.05
H 0.60 1.72 -2.01 0.15
H 1.39 -2.45 1.04 0.10
H 0.80 -2.81 -0.69 0.08
H -0.95 0.56 1.15 0.06
H -1.08 -0.84 2.11 0.14
H -4.06 -1.34 -1.60 0.09
H -3.17 -0.97 -3.34 0.06
H 3.01 0.45 1.02 0.12
H -1.24 -1.68 -0.19 0.14
H 2.77 -0.87 -0.88 0.19
H 1.66 -0.76 2.44 0.15
H 1.76 1.25 3.39 0.05
H 0.13 1.04 3.66 0.08
H 0.48 2.08 2.36 0.10
H -1.96 0.50 -2.50 0.12
H -3.36 0.48 -0.24 0.04